Below is a 2-piece molecular cluster, C12H17N overall, with properties calculated with ωB97M-V with the def2-TZVPD basis set.

```
30
Properties=species:S:1:pos:R:3
C 0.830 -3.104 0.072
C 0.050 -2.707 -1.269
H 0.051 -3.692 0.678
H 1.576 -3.895 -0.185
H 1.189 -2.310 0.727
H 0.634 -1.861 -1.692
H 0.085 -3.445 -2.181
H -0.977 -2.386 -0.938
C -2.261 0.498 0.928
C -2.569 1.829 1.612
C -0.717 0.375 1.100
C 0.179 -0.339 1.856
C -0.046 0.989 0.003
C 1.387 0.613 0.202
C -0.241 1.896 -1.029
C 2.380 0.945 -0.745
C 0.703 1.999 -2.001
C 2.033 1.657 -1.920
N 1.411 -0.337 1.235
H -2.834 -0.179 1.628
H -2.486 0.510 -0.163
H -3.204 1.670 2.492
H -0.018 -0.752 2.873
H 2.304 -0.877 1.332
H -1.098 2.552 -0.975
H 3.297 1.058 -0.378
H 0.384 2.437 -2.982
H 2.822 1.960 -2.778
H -3.122 2.466 0.882
H -1.741 2.433 1.619
```

Properties
2S+1: 2
HOMO-LUMO gap (spin up / spin down) (eV): 9.1 / 5.9
Total charge: +1
E_LUMO (spin up / spin down) (eV): -4.0 / -7.2
Relative energy (zero: lowest compared OMol25 entry of this formula, charge and spin) (kJ/mol): 375.8

Below is C12H17N2 as an isolated structure, with properties calculated with ωB97M-V with the def2-TZVPD basis set.

```
31
Properties=species:S:1:pos:R:3
C -0.104 1.183 -4.125
C -0.159 -0.156 -3.891
C -0.199 2.116 -3.108
C -0.332 -0.586 -2.570
C -0.346 1.727 -1.829
C -0.355 0.370 -1.532
C -0.269 -0.860 2.851
C -1.432 -0.094 2.120
C 0.588 1.165 1.384
C -0.492 -0.057 -0.137
C 1.127 -0.215 1.027
C 1.546 -2.380 1.901
N 0.870 -1.071 1.995
N -0.853 0.843 1.043
H -0.076 1.624 -5.194
H -0.046 -1.070 -4.578
H -0.146 3.137 -3.346
H -0.581 -1.604 -2.490
H -0.319 2.423 -1.048
H 0.078 -0.213 3.676
H -0.697 -1.709 3.290
H -2.333 -0.599 1.643
H -1.960 0.398 2.986
H 0.717 1.437 2.496
H 0.994 1.831 0.625
H -1.148 -0.823 -0.160
H 2.007 -0.364 0.563
H 1.433 -2.985 2.712
H 1.361 -2.923 0.998
H 2.599 -2.163 1.802
H -1.474 1.618 0.895
```

Properties
2S+1: 1
HOMO-LUMO gap (eV): 8.5
Total charge: +1
E_LUMO (eV): -2.6
Relative energy (zero: lowest compared OMol25 entry of this formula, charge and spin) (kJ/mol): 363.8

Below is an isolated ion of composition C12H17N2O and charge +1, with properties calculated with ωB97M-V with the def2-TZVPD basis set.

```
32
Properties=species:S:1:pos:R:3
C -2.363 1.590 1.169
O -1.307 0.611 1.251
C -0.999 0.005 0.038
C -0.299 -1.338 0.434
C 0.202 -2.054 -0.639
C 0.563 -3.403 -0.520
C 0.523 -4.038 0.740
C 0.224 -3.257 1.873
C -0.144 -1.900 1.733
N -0.157 0.889 -0.803
C -0.304 1.496 -2.175
C 0.911 2.429 -2.292
N 1.459 2.413 -0.949
C 0.884 1.480 -0.207
C 1.295 1.124 1.150
H -2.629 1.931 2.180
H -2.055 2.457 0.550
H -3.250 1.120 0.712
H -1.951 -0.247 -0.428
H 0.270 -1.525 -1.587
H 0.881 -3.939 -1.413
H 0.799 -5.089 0.820
H 0.282 -3.746 2.853
H -0.264 -1.321 2.640
H -0.289 0.760 -2.989
H -1.207 2.110 -2.304
H 1.640 2.074 -3.021
H 0.653 3.456 -2.579
H 2.367 2.792 -0.707
H 2.359 1.319 1.221
H 0.750 1.733 1.883
H 1.155 0.071 1.366
```

Properties
2S+1: 1
HOMO-LUMO gap (eV): 9.5
Structure (SMILES): CO[C@H](c1ccccc1)N1CC[NH+]=C1C
Total charge: +1
E_LUMO (eV): -2.7
Relative energy (zero: lowest compared OMol25 entry of this formula, charge and spin) (kJ/mol): 154.8

Below is an isolated ion of composition C12H17N2O and charge +1, with properties calculated with ωB97M-V with the def2-TZVPD basis set.

```
32
Properties=species:S:1:pos:R:3
C -0.048 -2.794 -0.030
O 0.967 -1.882 0.082
C 0.536 -0.274 0.399
C -0.925 -0.022 0.333
C -1.613 -0.073 -0.857
C -3.004 -0.033 -0.894
C -3.760 0.204 0.243
C -3.045 0.511 1.422
C -1.662 0.318 1.556
N 1.059 -0.126 1.719
C 2.193 0.481 1.673
N 2.507 0.899 0.505
C 1.405 0.663 -0.466
C 0.620 2.006 -0.697
C 2.040 -0.004 -1.696
H -1.014 -2.357 -0.432
H -0.234 -3.366 0.861
H 0.310 -3.520 -0.785
H -1.153 -0.254 -1.924
H -3.442 -0.222 -1.983
H -4.774 0.227 0.255
H -3.661 0.765 2.377
H -1.118 0.444 2.529
H 0.618 -0.416 2.502
H 3.005 0.458 2.393
H 3.324 1.530 0.386
H 1.163 2.798 -1.117
H 0.196 2.279 0.310
H -0.312 1.796 -1.321
H 2.676 0.537 -2.211
H 1.297 -0.493 -2.284
H 2.722 -0.882 -1.305
```

Properties
2S+1: 1
HOMO-LUMO gap (eV): 9.6
Structure (SMILES): CO[C@@]1(c2ccccc2)[NH+]=CNC1(C)C
Total charge: +1
E_LUMO (eV): -3.2
Relative energy (zero: lowest compared OMol25 entry of this formula, charge and spin) (kJ/mol): 358.2

Below is one molecule with the formula C12H17N3O3S2, with properties calculated with ωB97M-V with the def2-TZVPD basis set.

```
37
Properties=species:S:1:pos:R:3
C 2.180 -2.406 -3.239
O 1.412 -3.462 -2.701
C 0.825 -3.188 -1.463
C -0.389 -2.228 -1.544
N -0.145 -0.956 -0.897
C -0.153 -0.855 0.454
S -0.589 -2.265 1.405
C -0.482 -1.519 3.056
C -1.359 -0.283 3.244
N -2.573 -0.365 2.664
O -1.005 0.648 3.925
N 0.108 0.224 1.120
C 0.389 1.334 0.420
C 0.380 1.356 -0.948
C 0.117 0.173 -1.716
O 0.102 0.065 -2.925
S 0.725 2.922 -1.631
C 0.536 3.727 0.035
C -0.844 4.358 0.122
C 0.740 2.627 1.079
H 2.616 -2.789 -4.159
H 2.982 -2.117 -2.548
H 1.571 -1.527 -3.468
H 0.498 -4.156 -1.080
H 1.570 -2.771 -0.766
H -0.603 -2.015 -2.595
H -1.265 -2.690 -1.083
H 0.555 -1.250 3.254
H -0.798 -2.301 3.747
H -3.206 0.412 2.749
H -2.833 -1.146 2.088
H 1.308 4.494 0.091
H -0.986 5.074 -0.684
H -1.613 3.592 0.044
H -0.960 4.874 1.073
H 0.122 2.786 1.963
H 1.782 2.578 1.407
```

Properties
2S+1: 1
HOMO-LUMO gap (eV): 8.2
Structure (SMILES): COCCn1c(SCC(N)=O)nc2c(c1=O)S[C@@H](C)C2
E_LUMO (eV): 0.4
Relative energy (zero: lowest compared OMol25 entry of this formula, charge and spin) (kJ/mol): 4.2

Below is C12H17N3O8P2PdS as an isolated structure, with properties calculated with ωB97M-V with the def2-TZVPD basis set.

```
44
Properties=species:S:1:pos:R:3
Pd 0.864 -1.803 -0.131
C 3.502 0.306 3.343
C 2.961 -0.883 2.563
O 3.291 -2.074 3.273
P 3.750 -1.043 0.918
O 3.833 0.366 0.214
O 5.248 -1.421 1.164
O 2.985 -2.012 0.070
P 1.144 -0.858 2.310
O 0.485 -0.251 3.600
O 0.829 0.017 1.090
O 0.721 -2.289 2.012
H 4.590 0.257 3.389
H 3.115 0.266 4.359
H 3.196 1.250 2.891
H 2.735 -2.802 2.955
H 4.593 0.915 0.455
H 5.466 -2.355 1.294
H 0.148 -0.889 4.244
N 3.329 2.985 -1.279
C 2.586 2.310 -1.888
N 1.816 1.595 -2.632
C 1.440 0.392 -2.290
N 1.000 -0.667 -2.106
C -3.573 3.695 -1.722
C -3.225 2.264 -1.704
C -2.424 1.708 -0.666
C -2.126 0.378 -0.656
C -2.661 -0.447 -1.676
C -3.421 0.084 -2.746
C -3.708 1.414 -2.748
S -2.295 -2.182 -1.670
C -3.845 -2.794 -0.967
O -1.253 -2.413 -0.628
H -3.109 4.261 -0.920
H -4.664 3.798 -1.654
H -3.316 4.134 -2.692
H -2.069 2.358 0.124
H -1.516 -0.061 0.124
H -3.770 -0.562 -3.542
H -4.301 1.853 -3.540
H -4.068 -2.263 -0.045
H -3.653 -3.849 -0.775
H -4.631 -2.688 -1.714
```

Properties
2S+1: 5
HOMO-LUMO gap (spin up / spin down) (eV): 8.7 / 4.9
Total charge: +2
E_LUMO (spin up / spin down) (eV): -6.8 / -10.7

Below is one molecule with the formula C12H17NO4, with properties calculated with ωB97M-V with the def2-TZVPD basis set.

```
34
Properties=species:S:1:pos:R:3
C 4.223 2.049 -0.432
N 2.893 1.388 -0.147
C 2.382 0.301 -0.892
C 1.318 -0.254 -0.546
C 0.884 -1.490 -1.477
O 1.713 -1.836 -2.331
C -0.123 -2.211 -0.868
C -1.311 -1.219 -0.269
C -1.762 -0.489 -1.515
C -2.476 -2.048 0.131
C -0.766 -0.525 0.703
C -1.732 0.454 1.278
O -2.534 0.230 2.324
O -1.681 1.408 0.622
C -2.551 2.567 1.032
C 0.526 0.361 0.542
O 1.021 1.075 1.400
H 4.020 3.240 -0.803
H 4.680 1.618 -1.396
H 4.975 2.159 0.359
H 2.626 1.697 0.785
H 3.062 -0.041 -1.838
H 0.167 -2.849 -0.252
H -0.395 -2.973 -1.749
H -0.895 0.243 -1.632
H -2.764 0.146 -1.477
H -2.081 -0.938 -2.401
H -2.221 -3.083 0.653
H -2.802 -2.734 -0.744
H -3.266 -1.613 0.594
H -0.458 -1.337 1.710
H -3.673 2.428 1.213
H -2.354 2.790 2.202
H -2.534 3.507 0.415
```

Properties
2S+1: 1
HOMO-LUMO gap (eV): 9.0
Structure (SMILES): CN/C=C1/C(=O)CC(C)(C)[C@H](C(=O)OC)C1=O
E_LUMO (eV): 0.3
Relative energy (zero: lowest compared OMol25 entry of this formula, charge and spin) (kJ/mol): 1038.5

Below is one molecule with the formula C12H17P, with properties calculated with ωB97M-V with the def2-TZVPD basis set.

```
30
Properties=species:S:1:pos:R:3
C -0.467 -2.452 -0.828
P -0.540 -1.074 0.035
C 0.557 0.114 1.043
C 1.678 0.728 0.221
C 1.154 1.471 -1.010
C 2.753 -0.288 -0.322
C 3.495 -1.167 0.742
C -2.232 -0.532 0.326
C -2.609 0.766 0.475
C -3.954 1.256 0.424
C -4.922 0.326 0.144
C -4.568 -1.123 0.002
C -3.209 -1.469 0.147
H 0.456 -2.908 -1.130
H 0.799 -0.795 1.760
H -0.083 0.957 1.616
H 2.136 1.521 0.837
H 0.382 2.159 -0.833
H 0.930 0.756 -1.826
H 1.817 2.102 -1.638
H 3.465 0.206 -1.020
H 2.233 -1.046 -0.923
H 4.346 -1.665 0.225
H 2.828 -1.916 1.323
H 3.885 -0.478 1.657
H -1.758 1.422 0.580
H -4.254 2.290 0.635
H -6.034 0.587 -0.056
H -5.441 -1.751 0.067
H -3.041 -2.481 0.159
```

Properties
2S+1: 1
HOMO-LUMO gap (eV): 8.6
Structure (SMILES): C#P(C[C@H](C)CC)c1ccccc1
E_LUMO (eV): 0.4
Relative energy (zero: lowest compared OMol25 entry of this formula, charge and spin) (kJ/mol): 477.3

Below is C12H18CaN3O13 as an isolated structure, with properties calculated with ωB97M-V with the def2-TZVPD basis set.

```
47
Properties=species:S:1:pos:R:3
Ca -25.953 13.461 -2.398
O -26.490 11.817 -0.995
H -25.813 11.274 -0.581
N -27.531 14.977 0.405
O -27.668 16.100 0.934
O -26.887 14.878 -0.702
O -27.992 13.957 0.925
N -29.382 12.755 -2.677
O -30.155 12.515 -3.645
O -28.228 13.216 -2.947
O -29.717 12.568 -1.509
C -28.630 8.387 -4.379
C -27.126 8.495 -4.652
C -26.794 9.025 -6.034
O -26.204 10.316 -5.715
C -26.033 10.440 -4.393
O -25.643 11.422 -3.844
O -26.605 9.427 -3.730
H -28.790 8.182 -3.321
H -29.096 7.602 -4.975
H -29.073 9.369 -4.561
H -26.653 7.528 -4.463
H -27.613 9.150 -6.733
H -25.961 8.436 -6.422
C -26.736 19.963 -3.502
C -27.221 18.673 -2.832
C -28.534 18.116 -3.378
O -28.202 16.760 -3.727
C -26.913 16.535 -3.402
O -26.432 15.444 -3.409
O -26.287 17.657 -3.068
H -27.476 20.760 -3.434
H -26.554 19.815 -4.570
H -25.793 20.256 -3.042
H -27.402 18.941 -1.788
H -28.855 18.616 -4.295
H -29.357 18.178 -2.670
N -23.247 12.900 -3.157
C -23.511 12.478 -1.871
C -23.727 13.595 -1.077
C -23.510 14.719 -1.878
C -23.288 14.254 -3.174
H -22.904 12.351 -3.922
H -23.536 11.433 -1.619
H -23.905 13.658 -0.017
H -23.485 15.773 -1.658
H -23.125 14.796 -4.091
```

Properties
2S+1: 1
HOMO-LUMO gap (eV): 5.9
Total charge: -1
E_LUMO (eV): 2.1
Relative energy (zero: lowest compared OMol25 entry of this formula, charge and spin) (kJ/mol): 14.8

Below is C12H18Cl2N2Os as an isolated structure, with properties calculated with ωB97M-V with the def2-TZVPD basis set.

```
35
Properties=species:S:1:pos:R:3
Os -0.949 1.044 -0.461
Cl 0.917 1.016 -1.910
Cl -2.338 0.548 1.366
C -1.906 2.361 -1.257
H -2.901 2.718 -0.861
H -1.780 2.834 -2.263
C -0.622 -1.729 -0.401
C -1.465 -0.859 -1.082
H -0.130 -1.344 0.473
C -1.537 -0.925 -2.653
H -2.508 -0.728 -0.746
C -1.399 -2.381 -3.092
H -2.494 -0.535 -3.017
H -0.759 -0.312 -3.139
C -0.176 -3.007 -2.382
H -2.323 -2.907 -2.790
H -1.305 -2.477 -4.192
C -0.448 -3.119 -0.859
H 0.089 -3.979 -2.828
H 0.715 -2.367 -2.530
H -1.353 -3.751 -0.704
H 0.382 -3.657 -0.363
N 3.064 2.501 4.306
C 2.303 2.031 3.277
C 2.052 2.828 2.143
C 1.213 2.350 1.140
N 0.570 1.172 1.191
C 0.872 0.357 2.252
C 1.715 0.746 3.295
H 3.455 3.434 4.278
H 3.242 1.957 5.138
H 2.486 3.822 2.042
H 1.011 2.917 0.231
H 0.407 -0.632 2.263
H 1.900 0.073 4.136
```

Properties
2S+1: 5
HOMO-LUMO gap (spin up / spin down) (eV): 6.7 / 7.2
E_LUMO (spin up / spin down) (eV): 0.5 / -1.1
Relative energy (zero: lowest compared OMol25 entry of this formula, charge and spin) (kJ/mol): 0.0

Below is one molecule with the formula C12H18ClN3O3, with properties calculated with ωB97M-V with the def2-TZVPD basis set.

```
37
Properties=species:S:1:pos:R:3
C 4.012 0.143 -1.032
C 3.414 -1.077 -1.660
C 2.858 -0.973 -3.119
C 1.880 -0.031 -3.316
N 0.884 -0.546 -2.463
C 0.202 -1.659 -2.942
C 0.316 -0.006 -1.407
C 0.413 1.311 -1.093
N 0.151 2.223 -0.090
N -0.307 1.253 0.850
C -0.477 2.015 2.239
C -1.886 1.753 2.811
O -2.158 1.591 3.934
O -2.981 1.345 1.754
C -4.041 0.793 2.172
C -0.416 -0.004 1.067
O -0.853 -0.791 2.019
C -0.073 -0.721 -0.289
Cl -0.194 -2.437 0.001
H 3.235 0.910 -0.995
H 4.329 -0.221 -0.118
H 4.632 0.709 -1.854
H 2.683 -1.594 -1.125
H 4.398 -1.740 -1.795
H 3.777 -0.443 -3.781
H 2.793 -1.714 -3.705
H 1.366 -0.101 -4.408
H 1.991 1.005 -3.118
H -1.015 -2.050 -2.583
H 0.198 -1.844 -4.028
H 0.750 -2.670 -2.579
H 0.671 2.105 -2.038
H 0.240 1.749 3.062
H -0.859 3.072 1.753
H -4.731 0.923 1.116
H -4.424 1.349 2.900
H -4.030 -0.246 2.532
```

Properties
2S+1: 1
HOMO-LUMO gap (eV): 7.9
Structure (SMILES): CCCCN(C)c1cnn(CC(=O)OC)c(=O)c1Cl
E_LUMO (eV): -0.6
Relative energy (zero: lowest compared OMol25 entry of this formula, charge and spin) (kJ/mol): 1076.1

Below is a 2-piece molecular cluster, C12H18F8N5O3 overall, with properties calculated with ωB97M-V with the def2-TZVPD basis set.

```
46
Properties=species:S:1:pos:R:3
C -3.458 1.778 5.727
C -4.764 1.097 5.121
O -5.714 1.861 4.796
O -4.991 -0.296 4.943
C -3.897 -0.965 4.284
C -3.228 -0.164 3.069
N -2.878 -1.123 1.942
C -2.321 -0.530 0.859
N -2.024 0.896 0.760
C -1.468 1.147 -0.550
N -1.468 -0.175 -1.134
C -1.028 -0.591 -2.510
N -2.288 -0.624 -3.358
N -1.932 -1.197 -0.364
H -3.262 2.717 5.082
H -3.648 2.193 6.788
H -2.508 1.152 5.666
H -4.339 -1.936 3.834
H -3.073 -1.316 5.014
H -2.211 0.232 3.445
H -3.877 0.641 2.594
H -3.056 -2.132 1.999
H -1.097 2.105 -1.033
H -0.546 -1.622 -2.552
H -0.355 0.203 -2.980
H -3.022 -0.176 -2.790
H -2.607 -1.608 -3.473
H -2.012 -2.193 -0.597
C 5.728 0.301 -2.390
C 5.369 -1.197 -2.291
C 4.604 -1.780 -3.480
F 3.405 -1.191 -3.666
F 4.351 -3.098 -3.275
F 4.704 -1.415 -1.129
F 6.544 -1.879 -2.182
O 4.868 1.221 -1.702
C 3.712 1.659 -2.382
C 2.421 1.227 -1.680
F 2.333 -0.117 -1.579
F 1.328 1.636 -2.380
F 3.765 1.269 -3.668
F 3.780 3.010 -2.399
H 6.691 0.413 -1.883
H 5.921 0.616 -3.419
H 5.182 -1.693 -4.404
H 2.365 1.644 -0.671
```

Properties
2S+1: 1
HOMO-LUMO gap (eV): 9.0
Total charge: +1
E_LUMO (eV): -3.8

Below is C12H18IN5O2PdSe2 as an isolated structure, with properties calculated with ωB97M-V with the def2-TZVPD basis set.

```
41
Properties=species:S:1:pos:R:3
Pd -1.809 0.102 -0.078
O 4.200 0.856 0.534
C 3.423 -0.323 0.714
C 1.927 0.027 0.717
C 1.638 0.896 1.942
O 1.885 0.213 3.161
C 1.635 0.775 -0.592
Se -0.049 1.761 -0.810
C 1.208 -1.334 0.785
Se -0.602 -1.394 1.536
H 5.108 0.666 0.782
H 3.656 -0.794 1.673
H 3.626 -1.041 -0.092
H 0.602 1.233 1.898
H 2.292 1.769 1.922
H 1.112 -0.346 3.323
H 1.707 0.075 -1.427
H 2.399 1.537 -0.737
H 1.774 -2.002 1.437
H 1.195 -1.787 -0.207
I -3.842 1.788 5.544
C -3.026 1.853 3.653
C -2.011 2.673 3.208
N -1.822 2.382 1.915
N -2.638 1.405 1.494
C -3.377 1.072 2.548
H -1.430 3.423 3.715
H -1.058 2.652 1.292
H -4.132 0.307 2.472
N -1.296 -0.576 -5.447
C -1.200 -1.195 -4.232
C -1.562 -0.533 -3.048
N -1.491 -1.143 -1.879
C -1.075 -2.415 -1.847
C -0.725 -3.050 -3.021
N -0.778 -2.455 -4.210
H -1.330 0.427 -5.477
H -0.840 -1.038 -6.215
H -1.877 0.503 -3.059
H -1.037 -2.892 -0.878
H -0.382 -4.077 -3.007
```

Properties
2S+1: 3
HOMO-LUMO gap (spin up / spin down) (eV): 7.5 / 6.5
E_LUMO (spin up / spin down) (eV): 0.1 / -1.2
Relative energy (zero: lowest compared OMol25 entry of this formula, charge and spin) (kJ/mol): 0.0

no.,largest force on an atom (Eh/bohr)
1,0.0988
2,0.1130
3,0.0424
4,0.1253
5,0.0197
6,0.0106
7,0.3050
8,0.0845
9,0.0671
10,0.0855
11,0.2270
12,0.1502
13,0.0058